(1)
The following is a quantum chemistry calculation of a molecular structure, C24H43CeCl7P2 in a non-equilibrium geometry, from the OMol25 dataset.

Properties
Orbital gap (spin up / spin down): 5.748 / 5.753 eV
E_HOMO (spin up / spin down): -7.17 / -7.17 eV

Structure (ORCA input):
```
! RIJCOSX wB97M-V def2-TZVPD def2/J DEFGRID3
* xyz 0 1
Ce -0.232 0.144 0.109
Cl 1.258 1.461 -1.577
P 1.638 1.090 2.023
C 1.641 2.975 1.627
C 1.020 0.939 3.838
C 3.379 0.513 1.425
C 0.325 3.590 1.088
H 2.391 3.032 0.808
C 2.128 3.712 2.885
H 1.290 3.832 3.598
H 2.464 4.718 2.582
H 2.972 3.191 3.371
H 0.228 3.444 -0.003
H 0.367 4.681 1.258
H -0.579 3.211 1.604
H 3.444 0.999 0.419
C 3.720 -0.976 1.208
C 4.353 1.095 2.445
H 4.488 2.154 2.223
H 5.332 0.595 2.380
H 3.954 0.966 3.465
H 2.942 -1.576 0.714
H 3.951 -1.533 2.133
H 4.615 -1.011 0.576
C -0.486 1.267 3.826
H 1.589 1.715 4.372
C 1.230 -0.371 4.599
H -0.661 2.330 3.680
H -0.910 0.972 4.796
H -1.020 0.679 3.051
H 0.616 -1.154 4.079
H 0.939 -0.219 5.625
H 2.250 -0.764 4.595
Cl -2.517 -0.575 1.420
H -1.214 1.673 0.296
P -1.368 -0.834 -2.297
C -0.073 -1.154 -3.577
C -2.522 -2.311 -2.184
C -2.269 0.724 -2.681
C 1.266 -1.711 -3.008
H 0.139 -0.134 -3.947
C -0.668 -2.028 -4.687
H -0.655 -3.092 -4.389
H -0.030 -1.919 -5.583
H -1.690 -1.711 -4.950
H 1.853 -0.887 -2.568
H 1.849 -2.136 -3.839
H 1.111 -2.498 -2.242
H -1.435 1.426 -2.847
C -3.147 1.281 -1.541
C -3.036 0.470 -3.976
H -2.352 0.406 -4.833
H -3.707 1.324 -4.154
H -3.643 -0.440 -3.903
H -2.959 0.821 -0.550
H -4.209 1.126 -1.760
H -2.977 2.362 -1.437
C -1.610 -3.398 -1.570
H -2.864 -2.585 -3.204
C -3.729 -2.072 -1.262
H -0.923 -3.841 -2.308
H -2.241 -4.185 -1.122
H -0.969 -3.008 -0.737
H -3.290 -1.730 -0.291
H -4.237 -3.045 -1.077
H -4.466 -1.325 -1.628
Cl 0.352 -1.984 1.938
C 1.121 -3.482 1.404
C 0.697 -4.031 0.217
C 0.696 -5.383 0.194
Cl -0.648 -6.236 -0.478
C 1.687 -6.095 0.905
Cl 2.393 -7.510 0.266
C 2.103 -5.604 2.147
Cl 2.723 -6.627 3.360
C 1.764 -4.255 2.411
Cl 1.633 -3.776 4.094
*
```

Atom charges from the Mulliken analysis, given in e for atoms 1 to 5: atom 1 (Ce): -1.01, atom 2 (Cl): -0.37, atom 3 (P): 0.34, atom 4 (C): 0.75, atom 5 (C): 0.52

---

(2)
The following is a quantum chemistry calculation of a molecular structure, C24H43Cl2CoN4O5Si in a non-equilibrium geometry, from the OMol25 dataset.

Properties
⟨S²⟩: 6.0177
Orbital gap (spin up / spin down): 9.109 / 5.192 eV
E_HOMO (spin up / spin down): -8.63 / -8.63 eV

Structure (ORCA input):
```
! RIJCOSX wB97M-V def2-TZVPD def2/J DEFGRID3
* xyz 0 5
C -2.119 -0.387 -4.568
C -1.176 -1.082 -3.614
H -1.650 0.426 -5.102
H -2.994 -0.026 -4.046
H -2.486 -1.088 -5.320
C -0.608 -2.237 -4.012
C -0.680 -2.734 -5.449
H -0.130 -2.960 -3.347
H -0.219 -2.016 -6.155
H -1.722 -2.924 -5.733
H -0.139 -3.690 -5.543
Co -2.220 1.803 2.937
Cl -3.864 3.126 2.906
C 0.831 -1.853 2.051
O 1.977 -2.088 1.632
N 0.262 -2.582 3.032
C 1.033 -3.702 3.529
C -1.172 -2.545 3.319
H 0.174 -1.042 1.677
H 2.074 -3.383 3.672
H 0.980 -4.536 2.812
H 0.598 -3.992 4.480
H -1.605 -1.583 3.007
H -1.307 -2.663 4.400
H -1.679 -3.370 2.798
H 1.717 2.562 4.866
H -0.602 2.840 5.932
C 1.480 3.410 4.218
C -0.682 3.755 5.338
N 0.046 3.605 4.086
H 1.870 3.238 3.222
C -0.439 4.262 2.960
O 0.247 4.514 1.942
H -1.725 3.943 5.101
H -1.511 4.561 2.991
H 1.940 4.273 4.720
H -0.276 4.600 5.905
H 2.235 1.212 -2.763
H 2.553 -1.548 -2.812
C 3.220 0.970 -2.327
C 3.303 -1.460 -2.005
N 3.140 -0.146 -1.420
H 3.608 1.851 -1.827
C 3.102 0.050 -0.070
O 3.229 1.135 0.450
H 3.171 -2.208 -1.225
H 2.941 -0.883 0.501
H 3.884 0.669 -3.145
H 4.315 -1.556 -2.439
O -0.447 0.539 -1.716
C -1.175 -0.636 -2.146
C 0.278 -2.592 -1.162
C -0.888 -1.831 -1.214
H 1.178 -2.250 -1.697
C 0.262 -3.851 -0.552
H -2.227 -0.423 -1.996
C -2.004 -2.220 -0.478
H 1.160 -4.485 -0.593
C -0.920 -4.283 0.088
C -2.038 -3.455 0.155
H -2.869 -1.580 -0.536
H -0.929 -5.249 0.567
H -2.965 -3.742 0.656
Si -0.397 2.114 -2.171
Cl -2.206 0.181 1.715
C 1.027 2.882 -1.211
C -1.639 3.069 -1.060
C -0.868 2.585 -3.913
H 1.566 2.184 -0.541
H 0.660 3.621 -0.485
H 1.715 3.438 -1.848
H -0.186 2.240 -4.723
H -0.874 3.694 -3.991
H -1.916 2.323 -4.171
H -2.548 2.506 -0.786
H -1.808 3.981 -1.684
H -1.169 3.363 -0.097
O 0.781 -0.032 5.087
C -0.219 0.452 4.668
N -1.257 0.938 4.274
*
```

Atom charges from the Mulliken analysis, given in e for atoms 1 to 5: atom 1 (C): -1.79, atom 2 (C): 0.75, atom 3 (H): 0.22, atom 4 (H): 0.41, atom 5 (H): 0.45

---

(3)
The following is a quantum chemistry calculation of a molecular structure, C24H43Cl2LaN4O5Si in a non-equilibrium geometry, from the OMol25 dataset.

Properties
Orbital gap: 8.736 eV
E_HOMO: -8.39 eV

Structure (ORCA input):
```
! RIJCOSX wB97M-V def2-TZVPD def2/J DEFGRID3
* xyz 0 1
C -1.626 -0.588 -3.561
C -1.145 -1.840 -2.887
H -1.175 -0.477 -4.552
H -1.367 0.290 -2.956
H -2.720 -0.592 -3.692
C -0.554 -2.868 -3.520
C -0.265 -2.937 -4.981
H -0.287 -3.772 -2.965
H -0.318 -1.959 -5.476
H -0.953 -3.621 -5.503
H 0.746 -3.337 -5.145
La 0.334 0.574 0.764
Cl -0.186 2.529 -0.900
C -0.170 -2.309 2.435
O 0.740 -1.493 2.125
N 0.038 -3.364 3.210
C 1.357 -3.618 3.779
C -1.015 -4.324 3.504
H -1.206 -2.180 2.068
H 1.998 -2.758 3.583
H 1.792 -4.524 3.339
H 1.250 -3.783 4.857
H -1.968 -3.919 3.144
H -1.066 -4.501 4.585
H -0.826 -5.281 2.999
H 0.667 3.098 5.763
H -1.222 4.208 5.261
C 1.175 3.270 4.812
C -0.932 4.479 4.239
N 0.160 3.607 3.820
H 1.708 2.375 4.486
C 0.310 3.226 2.559
O 1.244 2.467 2.173
H -1.781 4.346 3.560
H -0.478 3.559 1.860
H 1.888 4.097 4.922
H -0.623 5.534 4.215
H 0.970 -0.418 -2.764
H 2.211 -2.960 -2.899
C 2.020 -0.174 -2.544
C 3.068 -2.428 -2.460
N 2.614 -1.246 -1.737
H 2.056 0.782 -2.014
C 2.942 -1.078 -0.450
O 2.611 -0.067 0.222
H 3.585 -3.082 -1.749
H 3.537 -1.895 -0.008
H 2.567 -0.102 -3.491
H 3.757 -2.134 -3.264
O -0.548 -0.903 -0.785
C -1.355 -1.847 -1.380
C 0.090 -3.736 -0.524
C -1.187 -3.207 -0.711
H 0.956 -3.124 -0.806
C 0.240 -5.040 -0.046
H -2.408 -1.540 -1.250
C -2.310 -3.930 -0.315
H 1.250 -5.459 0.044
C -0.889 -5.803 0.264
C -2.165 -5.236 0.162
H -3.285 -3.458 -0.449
H -0.760 -6.841 0.587
H -3.052 -5.816 0.429
Si -0.455 5.676 -1.982
Cl -0.783 4.173 -3.409
C 1.357 5.755 -1.536
C -1.614 5.529 -0.524
C -0.910 7.200 -3.001
H 1.786 4.765 -1.344
H 1.496 6.369 -0.635
H 1.916 6.227 -2.355
H -0.187 7.317 -3.821
H -0.915 8.119 -2.410
H -1.903 7.068 -3.449
H -1.571 4.536 -0.059
H -2.650 5.699 -0.846
H -1.362 6.281 0.234
O -1.498 0.857 4.912
C -1.412 0.804 3.720
N -1.331 0.756 2.519
*
```

Atom charges from the Mulliken analysis, given in e for atoms 1 to 5: atom 1 (C): -1.38, atom 2 (C): -0.05, atom 3 (H): 0.33, atom 4 (H): 0.18, atom 5 (H): 0.32

---

(4)
The following is a quantum chemistry calculation of a molecular structure, C24H43ClIrP2 in a non-equilibrium geometry, from the OMol25 dataset.

Properties
⟨S²⟩: 6.0279
Orbital gap (spin up / spin down): 2.588 / 2.943 eV
E_HOMO (spin up / spin down): -7.12 / -9.72 eV

Structure (ORCA input):
```
! RIJCOSX wB97M-V def2-TZVPD def2/J DEFGRID3
* xyz 1 5
Ir 1.954 -0.381 0.433
C -0.553 -0.798 2.331
C -0.207 -1.871 1.492
C 1.761 -0.998 2.440
C 0.614 -0.206 2.863
C 1.238 -2.042 1.512
C -1.961 -0.450 2.694
H -2.675 -0.748 1.908
H -2.086 0.625 2.884
H -2.265 -0.993 3.605
C 0.649 0.926 3.813
H -0.043 1.722 3.497
H 1.657 1.354 3.859
H 0.356 0.635 4.835
C 3.018 -1.184 3.229
H 2.956 -2.099 3.838
H 3.200 -0.328 3.890
H 3.860 -1.291 2.541
C 1.954 -3.343 1.328
H 2.103 -3.843 2.297
H 2.935 -3.178 0.865
H 1.359 -4.009 0.697
C -1.140 -2.802 0.826
H -1.604 -3.499 1.540
H -0.626 -3.394 0.061
H -1.951 -2.244 0.340
C -3.193 2.766 1.078
C -4.351 2.067 1.057
C -4.838 1.263 -0.121
C -4.645 1.974 -1.506
C -3.367 1.632 -2.224
C -2.408 0.844 -1.685
C -1.866 1.057 -0.305
C -1.999 2.536 0.169
H -5.897 0.988 0.005
H -4.729 3.071 -1.367
H -4.293 0.310 -0.120
H -2.071 3.213 -0.701
H -3.019 3.534 1.845
H -4.986 2.033 1.963
H -1.045 2.815 0.665
H -2.267 0.409 0.476
H -1.954 0.029 -2.239
H -0.792 0.787 -0.279
H -5.496 1.728 -2.176
H -3.265 2.119 -3.214
P 0.841 0.602 -2.034
C 0.743 2.306 -2.695
C 0.198 -0.106 -3.654
P 2.820 -1.156 -1.357
C 2.623 0.372 -2.373
C 1.601 -2.421 -1.934
C 4.417 -1.816 -1.913
H 1.102 3.000 -1.941
H -0.304 2.541 -2.909
H 1.346 2.388 -3.606
H 0.808 0.257 -4.500
H -0.815 0.287 -3.757
H 0.115 -1.195 -3.711
H 4.493 -1.775 -3.012
H 4.522 -2.864 -1.602
H 5.235 -1.216 -1.493
H 3.196 1.190 -1.919
H 2.902 0.238 -3.426
H 1.896 -3.390 -1.514
H 1.613 -2.496 -3.025
H 0.578 -2.207 -1.593
Cl 1.761 2.566 0.624
C 3.030 1.279 0.710
H 3.801 1.535 -0.029
H 3.455 1.346 1.724
*
```

Atom charges from the Mulliken analysis, given in e for atoms 1 to 5: atom 1 (Ir): 0.16, atom 2 (C): 1.29, atom 3 (C): 0.18, atom 4 (C): 0.86, atom 5 (C): -0.24

---

| no. | energy (Ha) | molar mass (g mol⁻¹) |
| --- | --- | --- |
| 1 | -5319.307755 | 781.8 |
| 2 | -4128.154806 | 625.6 |
| 3 | -2777.296486 | 705.5 |
| 4 | -2186.969048 | 621.2 |